{"formula": "C36H99N9O9", "method": "ωB97M-V with the def2-TZVPD basis set", "smiles": "COC[C@H](C)N.COC[C@H](C)N.COC[C@H](C)N.COC[C@H](C)N.COC[C@H](C)N.COC[C@H](C)N.COC[C@H](C)N.COC[C@H](C)N.COC[C@H](C)N", "energy_ev": -70767.194, "relative_energy_kj_mol": 493.6, "e_homo_ev": -8.8, "symbols": ["C", "C", "C", "O", "C", "N", "H", "H", "H", "H", "H", "H", "H", "H", "H", "H", "H", "C", "C", "C", "O", "C", "N", "H", "H", "H", "H", "H", "H", "H", "H", "H", "H", "H", "C", "C", "C", "O", "C", "N", "H", "H", "H", "H", "H", "H", "H", "H", "H", "H", "H", "C", "C", "C", "O", "C", "N", "H", "H", "H", "H", "H", "H", "H", "H", "H", "H", "H", "C", "C", "C", "O", "C", "N", "H", "H", "H", "H", "H", "H", "H", "H", "H", "H", "H", "C", "C", "C", "O", "C", "N", "H", "H", "H", "H", "H", "H", "H", "H", "H", "H", "H", "C", "C", "C", "O", "C", "N", "H", "H", "H", "H", "H", "H", "H", "H", "H", "H", "H", "C", "C", "C", "O", "C", "N", "H", "H", "H", "H", "H", "H", "H", "H", "H", "H", "H", "C", "C", "C", "O", "C", "N", "H", "H", "H", "H", "H", "H", "H", "H", "H", "H", "H"], "xyz": [[-9.496, -18.296, -9.416], [-10.163, -18.345, -7.989], [-9.858, -17.115, -7.139], [-8.392, -16.960, -7.042], [-8.066, -16.137, -5.995], [-11.555, -18.581, -8.276], [-8.444, -18.074, -9.233], [-9.754, -17.423, -10.015], [-9.587, -19.165, -10.068], [-9.810, -19.221, -7.445], [-10.279, -17.192, -6.136], [-10.320, -16.222, -7.560], [-8.579, -15.175, -5.994], [-7.017, -15.851, -6.061], [-8.178, -16.609, -5.019], [-12.035, -18.783, -7.411], [-11.570, -19.413, -8.849], [-8.748, -6.071, -23.983], [-10.119, -6.167, -24.744], [-11.083, -7.083, -23.987], [-10.686, -8.463, -23.850], [-10.302, -9.153, -25.005], [-10.816, -4.936, -24.862], [-8.085, -5.455, -24.592], [-8.399, -7.091, -23.824], [-8.741, -5.713, -22.953], [-9.962, -6.557, -25.750], [-12.039, -7.135, -24.509], [-11.203, -6.739, -22.959], [-9.253, -8.937, -25.209], [-10.985, -8.924, -25.824], [-10.358, -10.222, -24.799], [-11.618, -5.146, -25.440], [-10.337, -4.347, -25.528], [1.685, -4.990, -25.618], [0.585, -6.099, -25.692], [-0.837, -5.637, -25.391], [-1.844, -6.700, -25.514], [-1.681, -7.676, -24.507], [0.734, -6.714, -26.965], [2.670, -5.455, -25.675], [1.551, -4.538, -24.635], [1.562, -4.100, -26.234], [0.768, -6.850, -24.924], [-1.099, -4.853, -26.100], [-0.883, -5.141, -24.421], [-2.496, -8.400, -24.501], [-1.624, -7.166, -23.545], [-0.788, -8.291, -24.614], [0.058, -7.410, -27.247], [0.499, -6.011, -27.651], [-15.538, -17.379, -14.318], [-14.595, -16.317, -14.853], [-15.069, -15.446, -15.995], [-14.015, -14.684, -16.494], [-14.395, -13.658, -17.403], [-14.187, -15.553, -13.692], [-15.127, -17.985, -13.510], [-15.942, -17.985, -15.129], [-16.430, -16.964, -13.848], [-13.705, -16.890, -15.114], [-15.972, -14.867, -15.796], [-15.308, -16.077, -16.850], [-14.802, -14.005, -18.352], [-13.572, -13.015, -17.717], [-15.172, -13.112, -16.868], [-13.308, -15.119, -13.935], [-13.956, -16.218, -12.967], [-14.911, -18.468, -23.974], [-13.569, -19.189, -23.860], [-12.526, -18.577, -22.868], [-11.415, -19.437, -22.646], [-10.700, -19.859, -23.842], [-13.846, -20.563, -23.455], [-15.541, -18.790, -24.803], [-14.762, -17.435, -24.287], [-15.452, -18.362, -23.034], [-13.142, -19.288, -24.858], [-13.033, -18.345, -21.931], [-12.172, -17.603, -23.205], [-11.273, -20.440, -24.565], [-9.952, -20.508, -23.387], [-10.161, -19.049, -24.333], [-13.191, -20.786, -22.719], [-14.715, -20.614, -22.943], [-6.705, -8.708, -15.499], [-6.493, -9.516, -14.158], [-7.820, -9.673, -13.425], [-7.664, -10.019, -12.070], [-8.866, -10.221, -11.292], [-5.919, -10.788, -14.503], [-5.757, -8.745, -16.036], [-6.984, -7.689, -15.230], [-7.452, -9.238, -16.090], [-5.782, -9.007, -13.508], [-8.478, -10.405, -13.894], [-8.361, -8.727, -13.458], [-9.389, -9.270, -11.187], [-8.720, -10.474, -10.241], [-9.576, -10.856, -11.820], [-6.418, -11.326, -15.197], [-5.781, -11.346, -13.672], [-15.015, -23.035, -17.404], [-15.864, -24.338, -17.495], [-17.247, -24.118, -16.969], [-17.250, -23.902, -15.595], [-18.562, -23.701, -15.115], [-15.825, -24.619, -18.930], [-13.955, -23.221, -17.578], [-15.095, -22.514, -16.450], [-15.296, -22.276, -18.135], [-15.301, -25.046, -16.886], [-17.892, -24.961, -17.219], [-17.746, -23.261, -17.423], [-19.266, -24.521, -15.258], [-19.088, -22.821, -15.485], [-18.533, -23.492, -14.045], [-16.422, -25.425, -19.049], [-14.909, -24.943, -19.204], [-6.943, -9.740, -30.850], [-6.223, -9.860, -29.524], [-5.665, -11.271, -29.018], [-6.741, -12.274, -28.990], [-6.418, -13.521, -28.410], [-5.080, -8.926, -29.621], [-7.797, -10.417, -30.835], [-6.322, -10.011, -31.703], [-7.368, -8.755, -31.046], [-6.830, -9.443, -28.720], [-4.985, -11.271, -28.167], [-4.939, -11.582, -29.769], [-6.196, -13.424, -27.347], [-5.497, -13.993, -28.753], [-7.252, -14.223, -28.413], [-4.758, -8.718, -28.687], [-5.457, -8.025, -29.879], [-9.036, -17.546, -17.711], [-8.342, -16.203, -17.612], [-8.191, -15.652, -18.983], [-7.308, -14.565, -18.937], [-7.364, -13.764, -20.126], [-9.067, -15.292, -16.674], [-10.067, -17.535, -18.063], [-9.113, -17.990, -16.719], [-8.468, -18.218, -18.355], [-7.354, -16.341, -17.172], [-9.128, -15.245, -19.365], [-7.768, -16.415, -19.636], [-6.761, -12.859, -20.047], [-8.356, -13.345, -20.295], [-7.056, -14.341, -20.998], [-10.034, -15.137, -16.921], [-8.591, -14.417, -16.842]], "atomic_forces_ev_per_a": [[1.3, 1.1, 1.2], [0.8, -0.5, -1.8], [1.0, 0.0, -0.4], [-2.2, -0.8, -0.9], [1.1, 1.1, 0.9], [-0.9, 0.7, 0.5], [0.3, -0.6, -0.1], [-0.8, 0.1, 0.2], [-0.2, -0.2, 0.5], [0.8, 0.0, 0.1], [0.0, -0.4, 0.2], [0.2, 0.2, -0.3], [-0.5, 0.1, -0.1], [0.2, -0.3, -0.2], [-0.3, -0.1, 0.2], [-0.4, -0.2, 0.0], [-0.4, -0.1, 0.0], [-0.9, -0.4, -0.7], [0.9, -1.3, 1.5], [0.5, -1.5, -0.4], [0.1, 0.5, 1.0], [0.0, 0.1, 0.3], [-0.6, 1.5, -0.6], [0.4, -0.3, 0.2], [0.4, -0.1, -0.6], [-0.7, 0.6, -0.2], [0.5, -0.6, 0.0], [-0.3, 0.5, 0.0], [-0.2, 0.1, -0.2], [0.0, 0.1, -0.6], [0.2, 0.0, -0.4], [-0.2, 0.0, 0.1], [-0.8, -0.1, 0.3], [0.6, 0.5, 0.2], [-1.3, -0.3, 1.7], [0.1, 0.2, 0.5], [-0.6, 0.1, -0.6], [1.1, 0.9, 0.0], [0.1, 0.0, 0.3], [0.0, -0.3, -1.9], [-0.1, 0.3, -0.2], [0.5, -0.1, 0.4], [-0.1, -0.5, -0.8], [0.6, 0.0, 0.1], [-0.3, -0.2, -0.3], [-0.1, -0.3, 0.4], [-0.3, 0.4, -0.2], [-0.1, -0.2, 0.3], [0.3, 0.1, -0.2], [-0.3, -0.6, 0.9], [0.5, 0.5, -0.4], [-1.6, 0.2, -0.6], [0.5, -1.0, 1.2], [-0.3, -1.2, -1.2], [1.6, 1.2, -0.1], [-0.7, -0.2, 0.6], [0.2, 1.0, 0.2], [0.5, -0.2, -0.4], [0.3, -0.4, 0.1], [-0.1, 0.5, 0.0], [0.1, 0.0, -1.2], [0.0, 0.3, 0.5], [-0.7, -0.7, 0.1], [-0.3, -0.6, 0.0], [0.3, -0.1, 0.7], [-0.1, 0.6, -0.4], [0.1, 0.5, 0.2], [0.0, 0.0, 0.3], [0.6, 1.7, -0.5], [-0.3, -0.4, 0.4], [-0.5, 0.3, -1.1], [-0.4, 0.0, -0.9], [0.3, -0.1, 1.5], [0.0, -0.6, 0.7], [0.0, -0.8, 0.4], [0.4, 0.4, 0.1], [-0.1, -0.5, 0.0], [0.2, 0.5, -0.1], [0.2, -0.5, 0.3], [0.1, 0.2, -0.5], [-0.3, 0.1, 0.2], [0.1, -0.1, -0.4], [-0.3, 0.3, 0.0], [0.6, -0.5, -0.1], [-0.5, 0.1, -0.2], [0.5, -0.9, 1.7], [-0.8, 0.0, -1.1], [-1.1, 0.8, 0.5], [0.4, -0.8, 1.6], [-0.1, 1.4, -1.2], [1.1, -0.5, 0.2], [-0.1, 0.2, 0.0], [-0.2, 0.0, -0.5], [-0.2, 0.3, -0.1], [-0.1, 0.2, 0.0], [0.1, -0.3, -0.5], [-0.2, 0.4, -0.1], [-0.1, 0.5, -0.3], [0.8, -0.7, -0.4], [0.2, -0.5, 0.2], [-0.3, 0.1, 0.1], [0.0, -0.2, -0.1], [-0.1, 0.5, 0.6], [2.3, 2.4, -0.3], [-0.8, 0.0, -0.7], [-0.4, -0.1, 0.9], [-0.3, 0.5, 0.9], [-1.2, -1.0, 0.3], [0.0, -0.3, 0.0], [0.0, -0.3, 0.3], [-0.4, -0.3, -0.3], [-0.4, -0.5, 0.2], [-0.1, -0.5, 0.0], [0.2, 0.3, -0.6], [0.3, -0.5, -0.2], [0.4, 0.3, -0.8], [0.4, -0.3, 0.1], [-0.2, -0.3, -0.6], [0.3, 0.2, 0.1], [-0.8, -1.4, 0.0], [1.0, 0.4, 1.3], [-0.8, -0.4, -2.3], [0.7, 0.9, 0.2], [0.6, 0.3, 1.2], [0.5, -0.1, 0.3], [-0.1, -0.1, -0.2], [0.2, 0.0, 0.1], [0.3, 0.2, 0.3], [-0.7, -0.5, 0.0], [-0.8, 0.5, 0.9], [-0.1, -0.2, -0.6], [-0.1, 0.4, 0.5], [-0.1, 0.0, -0.9], [-0.1, 0.3, -0.7], [0.4, -0.3, 0.3], [-0.1, 0.1, -0.5], [0.0, -0.6, 0.7], [-1.5, -0.2, 0.9], [0.4, 0.7, -0.5], [0.7, 1.5, -0.5], [-0.1, 0.0, 0.5], [1.1, -0.3, -0.5], [0.0, 0.5, -0.3], [0.2, -0.1, 0.0], [0.0, -0.1, 0.0], [0.1, 0.0, -0.1], [-0.5, -0.5, -0.2], [-0.2, -0.2, -0.4], [0.5, -0.4, 0.4], [-0.5, -0.4, 0.0], [0.0, 0.0, -0.1], [-0.2, -0.2, -0.3], [-0.1, 0.5, 0.4]], "mulliken_charge": [-1.3182, 0.5063, -0.7024, -0.3080, -0.7832, -0.7134, 0.3314, 0.3391, 0.3765, 0.1936, 0.3690, 0.3275, 0.3093, 0.2678, 0.3012, 0.2444, 0.2594, -1.2899, 0.5067, -0.7363, -0.3391, -0.6397, -0.7504, 0.3313, 0.2997, 0.3343, 0.3050, 0.3898, 0.2934, 0.1835, 0.3184, 0.2496, 0.2669, 0.2772, -1.4337, 0.4394, -0.7474, -0.3213, -0.6990, -0.6547, 0.3371, 0.3697, 0.3669, 0.2889, 0.3247, 0.3422, 0.2600, 0.3103, 0.2685, 0.2731, 0.2744, -1.6238, 0.7037, -0.7559, -0.2513, -0.7650, -0.8051, 0.3753, 0.3711, 0.3827, 0.1975, 0.4687, 0.3196, 0.3120, 0.2359, 0.3242, 0.2568, 0.2527, -1.5942, 0.4989, -0.6610, -0.3514, -0.7198, -0.6201, 0.3692, 0.4196, 0.3835, 0.1611, 0.3537, 0.3472, 0.3154, 0.2421, 0.3103, 0.2675, 0.2769, -1.3757, 0.3638, -0.6263, -0.3179, -0.7401, -0.6582, 0.3949, 0.3813, 0.3113, 0.3090, 0.2925, 0.3457, 0.2996, 0.2750, 0.2996, 0.1928, 0.2534, -1.4685, 0.5416, -0.6182, -0.3231, -0.8055, -0.7044, 0.3511, 0.3430, 0.3633, 0.2149, 0.3437, 0.3282, 0.3186, 0.3335, 0.2784, 0.2292, 0.2742, -1.4028, 0.7060, -0.8108, -0.3073, -0.7891, -0.7855, 0.3327, 0.3366, 0.4138, 0.1761, 0.3785, 0.3454, 0.3121, 0.3161, 0.2682, 0.2418, 0.2686, -1.5173, 0.5100, -0.6734, -0.3182, -0.7597, -0.6990, 0.3151, 0.3848, 0.4103, 0.2671, 0.3177, 0.3801, 0.2745, 0.3201, 0.2915, 0.2174, 0.2801]}